One molecule with the formula C3H5IN2Si at a distorted geometry, computed with ωB97M-V/def2-TZVPD.

The geometry in ORCA input format:
```
! wB97M-V def2-TZVPD RIJCOSX def2/J DEFGRID3
* xyz 0 1
C 1.16 -0.79 1.04
C 0.30 -1.30 0.15
C 0.41 1.45 1.87
N 0.89 0.44 1.55
N -0.77 -0.62 -0.37
Si -0.94 1.04 -0.86
I 1.06 1.67 -2.17
H 2.02 -1.31 1.42
H 0.44 -2.32 -0.20
H -1.42 -1.23 -0.83
H -1.10 1.98 0.22
H -2.03 0.99 -1.82
*
```

Computed properties:
* gap between HOMO and LUMO: 9.541 eV
* highest occupied orbital energy: -8.98 eV

Partial charges, Löwdin, in e:
1 C -0.18
2 C -0.21
3 C 0.02
4 N -0.07
5 N -0.17
6 Si 0.13
7 I 0.35
8 H 0.11
9 H 0.12
10 H 0.08
11 H -0.10
12 H -0.07